DFT (the ωB97M-V functional and the def2-TZVPD basis) results for a structure of composition CH31BF3INbO17S in a non-equilibrium geometry.

Atoms and positions in Å:
O -1.0130 -0.9302 -1.2231
S 0.0834 -0.4716 -0.4050
O 1.3104 -1.2016 -0.5963
Nb 0.6641 1.9924 -0.9030
I 2.4174 1.5095 -3.0149
B 1.1070 4.2752 -0.7041
O 2.4091 4.6871 -0.8626
O 0.0524 5.1246 -0.4132
C -0.3243 -0.7774 1.4224
F -1.5952 -1.0770 1.5608
F -0.0689 0.2782 2.1076
F 0.3828 -1.7484 1.9301
H -0.6731 2.2477 -2.1226
H -0.5717 2.4038 0.3597
H 1.9872 1.8337 0.3864
H 2.9080 4.2134 -0.1813
H -0.2413 4.8744 0.4859
O -4.0129 -2.7437 1.0799
H -3.2602 -2.1979 0.8234
H -4.3508 -2.3200 1.8772
O 2.0381 -4.3275 2.5612
H 2.5814 -4.5122 1.7886
H 1.6794 -3.4492 2.3880
O 2.0370 -1.3027 -5.1441
H 2.2493 -2.0601 -5.7067
H 1.9361 -1.6876 -4.2647
O -1.7140 7.2224 -1.0384
H -1.2329 6.3875 -0.9059
H -1.8224 7.2833 -1.9924
O 1.6839 7.2712 0.8978
H 2.0592 6.5094 0.4392
H 1.0588 7.6307 0.2579
O 4.2743 -0.3535 -7.3219
H 3.6323 -0.5098 -6.6164
H 5.0437 -0.0050 -6.8608
O 0.4494 -5.2548 5.2629
H 0.3717 -6.2054 5.1168
H 0.6101 -4.8933 4.3830
O -0.1876 -8.3310 5.1007
H -0.9990 -8.5383 4.6251
H -0.2267 -8.8751 5.8941
O 3.0537 -4.0989 -5.4572
H 3.2635 -4.8492 -6.0226
H 2.9471 -4.4817 -4.5794
O -0.6046 4.9689 2.4229
H -1.2627 4.8114 3.1109
H 0.1626 5.3131 2.8926
O -0.7027 -1.9616 -4.2377
H 0.0411 -1.4182 -4.5284
H -1.0354 -1.5036 -3.4535
O -3.0208 4.2506 4.1869
H -3.7868 4.7355 3.8612
H -3.3894 3.5664 4.7546
O -6.3452 -3.7033 2.5223
H -6.5083 -3.3692 1.6332
H -5.5448 -4.2314 2.4231

Calculated values
- charge = -1
- ΔE to the lowest compared entry with this formula, charge and spin (kJ/mol) = 110.1
- HOMO energy (eV) = -6.0
- DFT total energy (a.u.) = -2413.07854

---

DFT (the ωB97M-V functional and the def2-TZVPD basis) results for the ion C6H11N2O2 with charge -1 in a non-equilibrium geometry.

Atoms and positions in Å:
C 0.4465 0.4124 1.6661
C 0.8269 -0.3803 0.4843
C -0.1319 -1.4152 -0.0161
C -1.4186 -0.7600 -0.5514
C -1.0703 0.3160 -1.5823
N -0.2977 1.4366 -1.0605
O -0.8435 2.0577 -0.0790
C 1.9229 -0.0501 -0.3426
N 2.6459 1.1171 0.0176
O 2.3417 -0.7421 -1.2858
H 1.3079 0.8082 2.2022
H -0.1781 -0.1622 2.3532
H -0.1728 1.2905 1.3250
H -0.4059 -2.1239 0.7755
H 0.3573 -1.9556 -0.8273
H -2.0703 -1.5160 -1.0135
H -1.9633 -0.2894 0.2725
H -0.4582 -0.1173 -2.3792
H -2.0072 0.7018 -2.0182
H 2.0169 1.8753 0.2429
H 3.2619 1.3795 -0.7433

Calculated values
- SMILES = C/C(CCCN=O)=C(\N)[O-]
- charge = -1
- ΔE to the lowest compared entry with this formula, charge and spin (kJ/mol) = 67.2
- HOMO energy (alpha / beta) (eV) = -2.4 / -2.6
- DFT total energy (a.u.) = -495.16584

---

DFT (the ωB97M-V functional and the def2-TZVPD basis) results for the ion C3H5N2O3 with charge +1 in a non-equilibrium geometry.

Atoms and positions in Å:
O 2.5036 -1.2653 -0.0076
N 2.3230 -0.0917 0.0020
O 3.0399 0.8153 -0.0092
C 0.8223 0.1567 0.0495
N 0.0675 -0.8936 0.0062
C -1.3328 -0.5177 -0.0253
C -1.1830 1.0610 -0.0075
O 0.2809 1.3053 0.0151
H 0.3906 -1.8165 0.1631
H -1.7594 -0.8685 0.9071
H -1.7467 -0.8088 -0.8867
H -1.6286 1.4738 -1.0515
H -1.7773 1.4501 0.8450

Calculated values
- SMILES = O=[N+]([O-])C1=[NH+]CCO1
- charge = +1
- ΔE to the lowest compared entry with this formula, charge and spin (kJ/mol) = 340.3
- HOMO energy (eV) = -16.7
- DFT total energy (a.u.) = -452.12300